Entry 1:
Here is a molecular structure, C24H58FInN7O7 from the OMol25 dataset. Energies are from ωB97M-V/def2-TZVPD.

Cartesian coordinates (Å):
H1 -1.631 -2.870 -7.133
C1 -2.454 0.982 -7.925
H2 3.603 2.519 -3.838
N1 -1.848 -2.374 -3.014
N2 -3.658 -0.558 4.187
H3 -2.795 -0.591 -2.486
H4 2.891 1.478 1.473
H5 0.587 -0.090 -4.761
H6 1.111 2.240 -2.180
C2 -2.885 -1.560 4.696
H7 2.108 4.978 0.653
N3 -2.923 2.511 2.335
H8 8.837 3.828 4.738
H9 1.908 3.783 -2.472
C3 -3.130 -1.426 -7.556
H10 -4.375 0.078 -7.950
H11 -0.635 -4.638 3.330
C4 -2.531 -1.151 -3.382
H12 4.022 3.702 0.756
C5 0.317 -0.208 0.478
C6 1.958 4.030 1.197
H13 -1.005 -2.277 -2.467
C7 2.066 2.710 -2.367
H14 7.312 5.450 2.753
N4 2.698 2.167 -3.565
H15 9.544 5.205 3.896
H16 -5.302 0.596 4.806
H17 -1.093 -1.588 -8.232
O1 -2.993 -6.624 3.718
H18 -0.787 -4.934 0.992
H19 2.686 2.540 -1.493
C8 3.354 3.582 1.618
H20 3.721 4.253 2.401
C9 -0.803 -5.715 3.365
N5 -2.603 -5.691 1.707
O2 5.301 5.221 4.028
H21 -2.281 2.180 3.056
H22 1.259 -0.246 -0.075
H23 -0.079 -6.199 2.707
O3 -4.036 -2.242 -7.491
C10 6.517 3.914 5.620
H24 0.185 1.909 2.999
H25 -2.832 -3.332 5.860
C11 0.846 0.656 -4.014
H26 0.866 0.181 -3.032
H27 9.131 3.734 3.005
N6 -3.393 -0.117 -7.821
H28 -1.792 -5.703 -0.236
H29 1.365 -0.914 2.128
H30 5.546 3.873 6.102
H31 -2.268 3.479 0.559
C12 8.816 4.396 3.814
O4 1.295 3.116 0.349
H32 -0.374 -0.975 2.370
H33 3.087 2.048 3.133
H34 7.241 4.362 6.302
O5 -1.481 -4.576 -2.908
In1 -0.134 1.846 1.258
H35 -2.490 1.442 -8.914
H36 -4.314 -3.476 -3.550
C13 6.367 4.739 4.359
H37 -1.444 0.621 -7.757
C14 -5.083 -0.360 4.327
C15 3.463 2.152 2.113
O6 2.807 0.846 -5.387
H38 -4.062 -2.172 6.404
H39 -5.578 -0.364 3.354
F1 -0.687 -0.729 -0.428
H40 -3.095 3.484 2.604
H41 -3.569 -5.901 1.508
H42 -0.658 -6.067 4.381
C16 -2.221 -6.051 2.957
H43 1.378 4.294 2.097
H44 0.083 1.434 -3.995
H45 6.844 2.899 5.389
H46 -2.783 1.811 0.339
H47 -2.663 1.752 -7.181
C17 -2.238 2.484 0.996
H48 -3.396 -3.410 -5.062
H49 -1.264 -1.257 -6.497
H50 0.414 -2.185 1.319
C18 0.416 -1.135 1.631
N7 7.482 4.907 3.587
C19 -2.184 -3.653 -3.286
H51 -4.341 -3.142 4.952
H52 4.505 1.819 2.095
H53 -2.204 -4.098 0.375
H54 -3.587 -4.949 -4.214
C20 -1.684 -1.806 -7.342
C21 -1.808 -5.074 0.655
H55 -5.509 -1.154 4.932
C22 2.207 1.219 -4.384
O7 -1.684 -1.593 4.485
H56 -3.435 -1.361 -3.947
C23 -3.450 -3.880 -4.079
H57 -3.147 0.123 3.638
H58 -1.868 -0.538 -3.996
C24 -3.581 -2.617 5.532

The calculation puts the total energy at -58485.578 eV. The HOMO energy is -4.7 eV. The molar mass comes out at 690.6 g/mol. The charge is -1. As for the LUMO energy: 2.18 eV.

Mulliken analysis output, partial charges in e:
1 H 0.290
2 C -0.811
3 H 0.228
4 N 0.097
5 N 0.051
6 H 0.239
7 H 0.000
8 H 0.268
9 H 0.154
10 C 0.846
11 H 0.280
12 N -0.589
13 H 0.306
14 H 0.183
15 C 0.775
16 H 0.227
17 H 0.282
18 C -0.688
19 H 0.245
20 C 0.150
21 C -0.802
22 H 0.104
23 C -0.642
24 H 0.225
25 N -0.008
26 H 0.283
27 H 0.283
28 H 0.481
29 O -0.692
30 H 0.242
31 H 0.258
32 C 0.119
33 H 0.157
34 C -1.165
35 N -0.095
36 O -0.630
37 H 0.187
38 H 0.161
39 H 0.407
40 O -0.663
41 C -1.363
42 H -0.425
43 H 0.270
44 C -0.892
45 H 0.244
46 H 0.286
47 N -0.154
48 H 0.278
49 H 0.337
50 H 0.301
51 H 0.356
52 C -0.836
53 O -0.566
54 H 0.246
55 H 0.269
56 H 0.389
57 O -0.676
58 In 0.674
59 H 0.287
60 H 0.369
61 C 0.822
62 H 0.301
63 C -0.956
64 C -0.941
65 O -0.723
66 H 0.421
67 H 0.272
68 F -0.298
69 H 0.233
70 H 0.207
71 H 0.272
72 C 0.744
73 H 0.293
74 H 0.452
75 H 0.363
76 H 0.186
77 H 0.272
78 C -0.778
79 H 0.188
80 H -0.016
81 H 0.304
82 C -1.143
83 N -0.159
84 C 0.856
85 H 0.381
86 H 0.416
87 H 0.265
88 H 0.324
89 C -0.943
90 C -0.740
91 H 0.388
92 C 0.398
93 O -0.621
94 H 0.369
95 C -1.232
96 H 0.087
97 H 0.021
98 C -1.421

Entry 2:
Here is 2 unconnected molecules or ions with the total composition CH10N3 in a non-equilibrium geometry from the OMol25 dataset. Energies are from ωB97M-V/def2-TZVPD.

Cartesian coordinates (Å):
C1 0.835 -1.362 0.130
N1 0.538 -1.259 1.579
H1 0.755 -2.374 -0.238
H2 1.190 -0.916 2.365
H3 -0.553 2.584 -1.497
H4 -0.225 3.026 -0.021
H5 -0.546 0.342 -0.264
H6 0.078 -0.322 -1.530
H7 1.797 -0.959 0.068
H8 -0.150 -2.002 1.779
N2 -0.754 2.383 -0.518
N3 -0.274 -0.588 -0.615
H9 -1.703 2.712 -0.437
H10 -0.987 -1.265 -0.802

The calculation puts the total energy at -5662.793 eV. The HOMO energy is -14.1 eV. The molar mass comes out at 64.1 g/mol. Its energy above the lowest of the compared OMol25 structures with the same formula, charge and spin is 0.8351 eV. The charge is +1. As for the LUMO energy: -3.30 eV.

Mulliken analysis output, partial charges in e:
1 C -0.402
2 N -0.485
3 H 0.351
4 H 0.245
5 H 0.277
6 H 0.243
7 H 0.391
8 H 0.320
9 H 0.374
10 H 0.211
11 N -0.841
12 N -0.304
13 H 0.258
14 H 0.362

Entry 3:
Here is 2 unconnected molecules or ions with the total composition C5H8N4O2 in a non-equilibrium geometry from the OMol25 dataset. Energies are from ωB97M-V/def2-TZVPD.

Cartesian coordinates (Å):
N1 -2.085 -1.446 1.444
H1 -1.134 -0.155 -1.245
H2 2.526 -2.313 -0.435
O1 1.554 -0.436 -0.576
C1 1.626 -1.869 -1.006
H3 -1.247 1.948 -1.106
N2 -1.915 -1.593 0.103
C2 1.745 -0.153 0.630
C3 -0.385 2.287 -0.473
H4 0.771 -2.346 -0.683
H5 -0.276 3.303 -0.226
N3 -1.255 0.375 0.815
N4 -1.716 -0.295 1.820
O2 2.127 -0.715 1.578
H6 1.681 -1.811 -2.020
H7 -0.549 2.239 1.667
C4 -1.316 -0.440 -0.288
C5 -0.728 1.616 0.840
H8 0.578 1.802 -0.841

The calculation puts the total energy at -15364.140 eV. The HOMO energy (alpha / beta) is -8.5 / -8.1 eV. The molar mass comes out at 156.1 g/mol. Its energy above the lowest of the compared OMol25 structures with the same formula, charge and spin is 7.0792 eV. As for the LUMO energy (alpha / beta): -0.65 / -0.39 eV.

Mulliken analysis output, partial charges in e:
1 N -0.416
2 H 0.579
3 H 0.303
4 O -0.272
5 C -0.720
6 H 0.262
7 N -0.404
8 C 0.425
9 C -0.837
10 H 0.367
11 H 0.369
12 N 0.683
13 N -0.610
14 O -0.361
15 H 0.241
16 H 0.495
17 C -0.238
18 C -0.055
19 H 0.191

Entry 4:
Here is a molecular structure, C16H27ClN6O5OsP in a non-equilibrium geometry from the OMol25 dataset. Energies are from ωB97M-V/def2-TZVPD.

Cartesian coordinates (Å):
H1 -1.878 -3.456 4.216
H2 -3.146 -2.920 -1.242
C1 -3.939 1.649 0.205
N1 -2.679 -1.505 3.137
O1 3.497 1.034 -0.977
H3 -3.668 0.337 3.477
H4 -4.018 -2.537 4.358
C2 -0.924 -3.715 3.777
H5 -1.431 -5.277 1.011
C3 -3.785 2.915 -0.294
C4 0.615 -3.230 1.996
Cl1 2.244 0.713 -0.577
O2 -0.554 -0.586 1.858
N2 -3.116 -4.324 0.245
C5 -2.393 -3.432 -0.606
C6 -1.445 2.461 -0.515
O3 1.673 1.538 0.450
H6 -4.988 -4.989 0.849
H7 -1.494 -5.141 -1.778
H8 -0.050 -1.179 -2.576
H9 -0.443 2.767 -0.790
H10 -2.797 -0.334 4.845
H11 -4.645 3.560 -0.410
H12 -3.927 -0.644 1.085
O4 1.216 0.780 -1.631
H13 -0.145 -3.487 4.515
C7 -2.500 3.346 -0.646
C8 -0.615 -3.268 -2.289
C9 -0.509 -1.908 -1.922
H14 -4.797 -4.897 -0.893
C10 -1.626 -2.308 0.079
P1 -1.596 -1.676 1.856
C11 -2.762 -0.209 3.759
H15 -4.744 -1.864 2.922
H16 -0.877 -4.798 3.621
C12 -2.472 -5.488 0.772
H17 0.716 -2.765 1.013
N3 -1.583 1.209 -0.057
H18 -2.490 -6.324 0.055
C13 -3.834 -2.347 3.296
H19 -4.987 -3.409 0.027
H20 -1.885 0.383 3.506
H21 0.859 -4.297 1.943
N4 -2.958 -0.441 0.858
C14 -2.821 0.783 0.340
C15 -1.428 -4.083 -1.583
Os1 0.072 0.113 0.012
N5 -0.687 -3.020 2.553
H22 -0.024 -3.637 -3.115
N6 -0.876 -1.521 -0.689
H23 1.386 -2.789 2.643
H24 -3.694 -3.294 2.778
H25 -4.913 1.298 0.508
O5 2.080 -0.648 -0.097
H26 -3.007 -5.843 1.656
C16 -4.534 -4.401 0.054
H27 -2.332 4.346 -1.017

The calculation puts the total energy at -60446.235 eV. The multiplicity is 5. The HOMO energy (alpha / beta) is -17.1 / -17.0 eV. The molar mass comes out at 640.1 g/mol. Its energy above the lowest of the compared OMol25 structures with the same formula, charge and spin is 6.2836 eV. As for the expectation value of S²: 6.08. The charge is +3. As for the LUMO energy (alpha / beta): -9.40 / -12.94 eV.

Mulliken analysis output, partial charges in e:
1 H 0.276
2 H 0.526
3 C -0.723
4 N 0.165
5 O -0.469
6 H 0.348
7 H 0.366
8 C -0.801
9 H 0.311
10 C -0.507
11 C -0.673
12 Cl 2.028
13 O -0.761
14 N 0.343
15 C -0.098
16 C 0.052
17 O -0.615
18 H 0.388
19 H 0.497
20 H 0.611
21 H 0.531
22 H 0.377
23 H 0.500
24 H 0.228
25 O -0.585
26 H 0.412
27 C -0.901
28 C -0.808
29 C -0.413
30 H 0.335
31 C -0.266
32 P 1.531
33 C -1.121
34 H 0.393
35 H 0.342
36 C -1.043
37 H 0.114
38 N 0.275
39 H 0.405
40 C -1.093
41 H 0.333
42 H 0.365
43 H 0.476
44 N -0.068
45 C 0.532
46 C -0.706
47 Os 0.460
48 N 0.037
49 H 0.514
50 N 0.163
51 H 0.402
52 H 0.340
53 H 0.457
54 O -0.629
55 H 0.374
56 C -1.007
57 H 0.481